{
  "formula": "C5H7NO2",
  "method": "ωB97M-V with the def2-TZVPD basis set",
  "species": ["H", "C", "H", "C", "H", "H", "C", "O", "O", "N", "C", "C", "H", "H", "H"],
  "positions_angstrom": [[-0.56, 1.12, -2.64], [-1.17, -0.49, 0.65], [-1.72, 0.56, 0.80], [-0.08, 1.19, -0.73], [-1.23, -1.33, 1.45], [-1.67, -0.83, -0.24], [0.19, 0.05, 0.39], [-0.36, 2.43, -0.38], [-0.33, 0.59, -1.91], [0.59, 0.58, 1.66], [1.63, -2.13, -0.60], [0.99, -1.16, -0.25], [0.23, 1.69, 1.30], [1.62, 0.85, 1.43], [1.88, -3.11, -0.91]],
  "orbital_gap_ev": 10.6,
  "homo_ev": -10.2
}

{
  "formula": "C5H7NO2",
  "method": "ωB97M-V with the def2-TZVPD basis set",
  "species": ["H", "O", "H", "H", "C", "H", "C", "C", "N", "H", "C", "O", "H", "H", "C"],
  "positions_angstrom": [[-0.69, -1.61, -1.42], [-0.89, 1.61, -0.72], [-0.97, 2.09, 0.46], [0.15, -2.41, 0.46], [0.08, -0.51, 0.22], [-0.48, -1.51, 1.84], [-1.19, 0.34, -0.27], [-0.34, -0.64, -1.17], [-0.45, -1.64, 0.82], [-2.13, 0.13, 0.16], [1.42, 0.20, 0.60], [0.44, 0.08, -2.12], [2.67, 1.90, 1.75], [0.27, 0.98, -1.83], [2.11, 1.00, 1.21]],
  "orbital_gap_ev": 9.3,
  "homo_ev": -9.2
}

{
  "formula": "C5H7NO2",
  "method": "ωB97M-V with the def2-TZVPD basis set",
  "species": ["O", "H", "C", "C", "H", "N", "H", "C", "H", "C", "H", "H", "O", "H", "C"],
  "positions_angstrom": [[1.42, 0.52, 1.21], [-0.32, 1.54, 1.77], [-0.10, 0.47, 0.11], [0.41, -0.51, 0.87], [-1.80, 0.05, 0.13], [-1.38, 0.30, -0.73], [-1.54, -1.74, -1.58], [-0.70, -0.89, -1.28], [-0.08, -0.46, -2.22], [0.72, -1.35, -0.37], [-0.27, -1.00, 1.68], [0.65, 0.65, -0.75], [1.82, -1.89, -0.79], [0.67, 2.69, 0.84], [0.49, 1.61, 1.10]],
  "orbital_gap_ev": 10.0,
  "homo_ev": -9.5
}

{
  "formula": "C5H7NO2",
  "method": "ωB97M-V with the def2-TZVPD basis set",
  "species": ["H", "O", "O", "C", "C", "H", "H", "H", "N", "C", "H", "C", "H", "C", "H"],
  "positions_angstrom": [[0.96, -1.63, -0.70], [-0.51, 2.20, -1.29], [-2.39, -0.12, -1.53], [0.76, 0.27, 1.32], [-2.07, -0.13, -0.40], [0.42, 1.16, 1.86], [1.72, -0.04, 1.73], [2.46, -0.70, -0.78], [-1.90, -0.54, 0.74], [1.39, -0.66, -0.97], [-0.19, -0.44, 1.43], [0.79, 0.44, -0.14], [1.23, -0.50, -2.03], [-0.08, 1.28, -0.72], [-2.59, -0.60, 1.47]],
  "orbital_gap_ev": 8.8,
  "homo_ev": -8.3
}

{
  "formula": "C5H7NO2",
  "method": "ωB97M-V with the def2-TZVPD basis set",
  "species": ["H", "C", "C", "C", "H", "N", "H", "O", "C", "O", "H", "C", "H", "H", "H"],
  "positions_angstrom": [[1.26, 1.83, 0.24], [0.48, -2.55, -0.08], [0.30, -0.32, 0.12], [-0.57, 1.69, -0.33], [-1.96, -0.12, -0.19], [1.03, -2.37, 1.09], [-1.22, 1.81, -1.26], [0.90, -0.85, 1.15], [0.83, 1.15, -0.40], [0.30, -1.40, -0.88], [0.45, -3.55, -0.41], [-1.14, 0.37, 0.38], [-1.34, 0.63, 1.45], [1.42, 1.05, -1.24], [-0.74, 2.61, 0.35]],
  "orbital_gap_ev": 10.1,
  "homo_ev": -9.1
}

{
  "formula": "C5H7NO2",
  "method": "ωB97M-V with the def2-TZVPD basis set",
  "species": ["H", "C", "O", "C", "C", "N", "C", "H", "H", "O", "H", "H", "H", "C", "H"],
  "positions_angstrom": [[-1.19, 1.80, -0.52], [0.26, -0.15, -0.06], [0.04, 2.00, -2.14], [0.90, 1.26, -0.01], [-0.76, -0.45, 0.99], [-1.43, -1.61, 0.80], [1.18, -1.03, -0.48], [1.87, -0.79, -1.27], [-2.22, -1.80, 1.40], [-0.95, 0.27, 1.95], [0.76, 1.68, 0.99], [-1.32, -2.16, -0.03], [1.19, -2.04, -0.12], [-0.20, 1.65, -1.00], [1.87, 1.36, -0.48]],
  "orbital_gap_ev": 8.9,
  "homo_ev": -9.1
}

{
  "formula": "C5H7NO2S",
  "method": "ωB97M-V with the def2-TZVPD basis set",
  "species": ["S", "H", "N", "C", "C", "C", "H", "O", "H", "H", "C", "H", "O", "C", "H", "H"],
  "positions_angstrom": [[-2.74, -0.50, -0.19], [0.44, -1.43, 1.84], [-0.50, 1.46, 0.07], [-1.23, 0.38, 0.45], [1.09, -1.40, -0.38], [0.58, -0.93, 0.94], [0.34, -1.50, -1.20], [-3.63, 0.22, -1.11], [1.64, -2.32, -0.37], [-0.39, 2.13, 0.78], [0.73, 1.04, -0.51], [0.44, 0.59, -1.42], [-2.29, 0.36, 1.29], [1.51, -0.11, 0.19], [2.52, 0.09, 0.41], [1.49, 1.92, -0.79]],
  "orbital_gap_ev": [8.3, 8.3],
  "homo_ev": [-8.0, -8.0]
}

{
  "formula": "C5H7NO2S",
  "method": "ωB97M-V with the def2-TZVPD basis set",
  "species": ["H", "H", "H", "N", "O", "C", "H", "S", "C", "C", "C", "H", "H", "H", "O", "C"],
  "positions_angstrom": [[-2.39, 0.45, 1.18], [-0.87, -1.56, 0.72], [3.44, -0.24, 0.76], [1.92, -1.35, 0.00], [3.10, -1.12, 0.65], [-1.21, -0.80, 0.05], [-0.24, -1.71, -1.48], [1.48, 1.31, -0.13], [-0.14, -0.69, -1.06], [-1.59, 0.53, 0.62], [1.15, -0.44, -0.36], [-1.35, 2.74, 0.89], [-0.22, 0.18, -1.68], [-2.11, -1.16, -0.24], [0.06, 2.09, -0.34], [-1.04, 1.76, 0.42]],
  "orbital_gap_ev": [6.3, 6.7],
  "multiplicity": 3,
  "homo_ev": [-5.6, -9.3]
}

Q: What is the formula in the first record?
A: C5H7NO2

Q: Which formula does entry 6 have?
A: C5H7NO2

Q: What is the formula in the seventh record?
A: C5H7NO2S